1.
Here is one molecule with the formula C4H7NS at a distorted geometry from the OMol25 dataset. Energies are from ωB97M-V with the def2-TZVPD basis set.

The charge is 0. The HOMO-LUMO gap comes out at 9.0 eV. The energy relative to the best compared isomer or geometry (same formula, charge and spin) is 1.632 eV. As for the SMILES: C=C/C(C)=N/S. The HOMO energy comes out at -0.31076 Eh.

Positions of all 13 atoms, in Å:
C (1.4969, 2.1733, 0.1480)
C (1.4394, 0.9761, 0.7808)
C (0.4135, -0.0394, 0.4456)
C (0.5390, -1.3311, 1.1988)
N (-0.4319, 0.3049, -0.4528)
S (-1.5763, -0.8680, -0.9931)
H (0.8085, 2.4993, -0.6623)
H (2.1922, 2.9354, 0.5072)
H (2.1113, 0.7138, 1.6261)
H (1.4723, -1.3297, 1.7444)
H (0.6731, -2.1727, 0.5385)
H (-0.3025, -1.4809, 1.8915)
H (-2.0433, -0.0847, -2.0247)

Formally, the Mulliken partial charges of the atoms, in units of the elementary charge, are as follows: -0.730 -0.292 1.076 -1.360 -0.451 -0.196 0.281 0.265 0.170 0.346 0.405 0.327 0.158

2.
Here is one molecule with the formula C9H5BrO3S2 at a distorted geometry from the OMol25 dataset. Energies are from ωB97M-V with the def2-TZVPD basis set.

The charge is 0. The HOMO-LUMO gap comes out at 9.5 eV. The energy relative to the best compared isomer or geometry (same formula, charge and spin) is 0.300 eV. The HOMO energy comes out at -0.34199 Eh.

Positions of all 20 atoms, in Å:
C (-2.6073, 1.1312, -0.9043)
C (-1.3204, 1.6636, -0.8960)
C (-2.8714, -0.1208, -0.3145)
C (-0.5545, -0.3126, 0.1900)
C (-0.2540, 0.8971, -0.3836)
C (-1.8507, -0.8242, 0.3147)
C (2.0714, 1.0120, 0.1747)
C (0.8695, -1.2153, 0.8514)
C (2.0806, -0.3960, 0.5833)
O (3.0370, 1.7095, 0.3070)
O (1.0736, -1.2598, -1.7425)
O (0.9282, 1.5319, -0.2539)
S (3.2991, -0.9064, 1.8376)
S (1.7594, -1.8106, -0.5905)
Br (-2.2288, -2.4924, 0.9336)
H (-3.4584, 1.7160, -1.4212)
H (-0.9354, 2.5720, -1.2358)
H (-3.9368, -0.3736, -0.2998)
H (0.5083, -1.7653, 1.8011)
H (4.3905, -0.7563, 1.0487)

Formally, the Mulliken partial charges of the atoms, in units of the elementary charge, are as follows: -0.668 -0.670 -0.270 0.737 0.362 -0.236 0.442 -0.497 0.212 -0.569 -0.507 -0.287 -0.174 0.427 -0.159 0.268 0.541 0.360 0.510 0.178

3.
Here is a 2-piece molecular cluster, C8H16N3O2 overall at a distorted geometry from the OMol25 dataset. Energies are from ωB97M-V with the def2-TZVPD basis set.

The charge is +1. The HOMO-LUMO gap comes out at 8.8 eV. The energy relative to the best compared isomer or geometry (same formula, charge and spin) is 4.255 eV. The HOMO energy comes out at -0.49186 Eh.

Positions of all 29 atoms, in Å:
C (-1.3536, 1.6662, 0.2396)
C (1.4515, 0.6058, 1.0493)
C (-2.3300, 0.6572, 0.3285)
C (-3.5252, 0.7440, -0.5191)
C (1.4781, 0.4950, -1.3452)
C (3.4414, -0.5632, -0.1167)
C (-2.7125, -1.6587, 0.7949)
C (1.9690, -0.3039, -0.0433)
N (-1.9702, -0.4662, 0.8696)
N (-0.8705, 2.6956, -0.0302)
N (2.1288, 1.6998, 1.3479)
O (0.3455, 0.4916, 1.5243)
O (-0.1058, 3.5800, -0.0972)
H (-4.1656, -0.1267, -0.6027)
H (-3.3257, 1.1685, -1.5128)
H (-4.1906, 1.4667, -0.0038)
H (1.8342, 1.4648, -1.3939)
H (1.8934, 0.0716, -2.1474)
H (0.3724, 0.3093, -1.5747)
H (3.7365, -1.4502, -0.8878)
H (3.6976, -0.7732, 0.9387)
H (3.8953, 0.3867, -0.3213)
H (-2.8850, -1.8101, -0.1851)
H (-3.5003, -1.4125, 1.4754)
H (-2.2572, -2.4256, 1.3370)
H (1.6006, -1.3368, -0.1550)
H (1.6542, 2.4661, 1.7939)
H (-0.9466, -0.5285, 1.2668)
H (3.1172, 1.6456, 1.1452)

Formally, the Mulliken partial charges of the atoms, in units of the elementary charge, are as follows: 0.364 0.445 0.484 -1.295 -1.429 -1.566 -1.340 0.412 -0.103 0.613 -0.283 -0.812 -0.614 0.430 0.347 0.359 0.333 0.672 0.160 0.342 0.399 0.348 0.488 0.445 0.420 0.467 0.257 0.454 0.203